No. 1
The following is a DFT calculation (wB97M-V/def2-TZVPD) of a cluster of 2 separate species, C4H12S in total.

Positions of all 17 atoms, in Å:
C -0.6136 0.2018 -0.7856
C -2.8347 -1.2784 0.1678
S -1.5869 -1.3117 -1.1359
H -1.1066 0.7639 -0.0071
H 0.4220 -0.0320 -0.5874
H -0.6952 0.7840 -1.7045
H -3.2301 -0.2716 0.3425
H -2.4432 -1.6566 1.1063
H -3.6286 -1.9197 -0.1926
C 3.3307 2.3448 1.3837
C 2.9781 0.8974 1.1248
H 3.5264 2.9045 0.4649
H 2.4785 2.8908 1.8122
H 4.1786 2.5131 2.0298
H 2.9458 0.3675 2.0712
H 3.6945 0.3023 0.5615
H 1.9974 0.7796 0.6682

Forces on atoms 1 to 2 (eV/Å):
-0.746 -0.336 -0.983
0.198 0.313 0.078

Output
SMILES ... CSC.CC
Total energy ... -15177.4177 eV
Energy relative to the best compared isomer or geometry (same formula, charge and spin) ... 0.288 eV
LUMO ... 0.99 eV

Atom charges from the Mulliken analysis, given in e for atoms 1 to 5: -0.63 -0.80 -0.09 0.28 0.08

---

No. 2
The following is a DFT calculation (wB97M-V/def2-TZVPD) of a cluster of 2 separate species, C4H12S2 in total.

Positions of all 18 atoms, in Å:
C 3.3717 -0.5120 -1.2864
C 2.3230 -1.1311 -0.2792
S 0.7976 -1.2195 -1.1638
H 3.1187 -0.6742 -2.2811
H 3.4550 0.6936 -1.2210
H 4.4291 -0.5834 -0.8524
H 2.1296 -0.5896 0.5993
H 2.5419 -2.1409 0.1592
H 0.5733 0.1161 -1.1383
C -2.6907 1.3754 1.6128
C -2.3611 0.1490 0.8592
S -2.9566 0.5361 -0.9370
H -1.8006 2.1547 1.3737
H -3.7369 1.7280 1.4463
H -2.5328 1.2336 2.7120
H -3.0542 -0.6677 1.1173
H -1.3724 -0.1295 0.9152
H -2.2347 -0.3388 -1.6359

Forces on atoms 1 to 2 (eV/Å):
1.938 3.529 4.671
1.334 -0.652 -1.226

Output
SMILES ... CCS.CCS
Total energy ... -26011.4275 eV
Energy relative to the best compared isomer or geometry (same formula, charge and spin) ... 1.690 eV
LUMO ... 0.80 eV

Atom charges from the Mulliken analysis, given in e for atoms 1 to 5: -0.97 -0.47 -0.27 0.38 0.26

---

No. 3
The following is a DFT calculation (wB97M-V/def2-TZVPD) of a cluster of 2 separate species, C4H12S2 in total.

Positions of all 18 atoms, in Å:
C -2.2594 -3.2636 -1.5749
C -1.4990 -1.9618 -1.2448
S -1.4788 -0.5823 -2.4317
H -2.2046 -3.8761 -0.6802
H -3.2891 -3.0666 -1.8715
H -1.8687 -3.7848 -2.4557
H -0.4638 -2.1542 -0.9938
H -2.1441 -1.6255 -0.4349
H -0.2315 -0.7766 -2.8693
C 0.7481 0.7073 1.1635
S 1.8734 2.0477 1.5478
C 2.1288 1.8995 3.3004
H 1.0792 -0.2668 1.5280
H -0.3149 0.7865 1.3666
H 0.8113 0.6875 0.0732
H 3.1864 1.8533 3.5027
H 1.8401 0.8971 3.6383
H 1.6203 2.6139 3.9421

Forces on atoms 1 to 2 (eV/Å):
0.596 0.374 -1.370
-1.247 -0.465 -0.163

Output
SMILES ... CCS.CSC
Total energy ... -26012.3497 eV
Energy relative to the best compared isomer or geometry (same formula, charge and spin) ... 0.768 eV
LUMO ... 0.80 eV

Atom charges from the Mulliken analysis, given in e for atoms 1 to 5: -1.09 -0.35 -0.22 0.32 0.33

---

No. 4
The following is a DFT calculation (wB97M-V/def2-TZVPD) of a cluster of 2 separate species, C4H12S2 in total.

Positions of all 18 atoms, in Å:
C 3.0419 -0.1370 -0.3366
S 2.3407 1.4483 0.1230
S 2.0877 1.1761 2.1473
H 2.3154 -0.9298 -0.4891
H 3.5988 0.0040 -1.2471
H 3.7876 -0.4214 0.3984
H 1.0122 0.3657 2.1433
C -2.1876 -0.6835 0.7997
C -1.0897 -0.3937 -0.2627
C -1.5216 0.6268 -1.2909
H -3.1458 -0.8136 0.3009
H -1.9388 -1.5695 1.3819
H -2.3126 0.1469 1.5025
H -0.1451 -0.1920 0.2409
H -1.0250 -1.4008 -0.6917
H -0.6576 0.9840 -1.8726
H -1.9247 1.5375 -0.8279
H -2.2360 0.2521 -2.0192

Forces on atoms 1 to 2 (eV/Å):
0.508 -0.133 0.057
-0.295 -0.080 0.276

Output
SMILES ... CCC.CSS
Total energy ... -26012.9598 eV
Energy relative to the best compared isomer or geometry (same formula, charge and spin) ... 0.158 eV
LUMO ... 0.57 eV

Atom charges from the Mulliken analysis, given in e for atoms 1 to 5: -0.77 -0.05 -0.20 0.29 0.30

---

No. 5
The following is a DFT calculation (wB97M-V/def2-TZVPD) of a cluster of 2 separate species, C4H12S2 in total.

Positions of all 18 atoms, in Å:
S 0.0188 -1.4901 -4.0331
C -0.3032 0.5958 -2.1823
C -0.0731 0.2971 -3.7319
H -1.3215 -1.6482 -3.9987
H -0.3028 1.6751 -1.9554
H 0.5731 0.1339 -1.6971
H -1.2173 0.1474 -1.7581
H -0.9472 0.6690 -4.3004
H 0.8279 0.7998 -4.1331
S 1.7719 0.3803 4.1730
C -0.1219 -0.6603 2.4837
C 0.0420 0.2769 3.6828
H 2.2974 0.2684 2.9346
H -1.1634 -0.9372 2.2487
H 0.4494 -1.5815 2.6879
H 0.3170 -0.1621 1.6030
H -0.2143 1.3387 3.5028
H -0.6331 -0.1029 4.4737

Forces on atoms 1 to 2 (eV/Å):
-0.224 0.069 -0.137
1.039 -0.203 -0.951

Output
SMILES ... CCS.CCS
Total energy ... -26012.5541 eV
Energy relative to the best compared isomer or geometry (same formula, charge and spin) ... 0.564 eV
LUMO ... 0.81 eV

Atom charges from the Mulliken analysis, given in e for atoms 1 to 5: -0.20 -0.87 -0.52 0.12 0.32

---

No. 6
The following is a DFT calculation (wB97M-V/def2-TZVPD) of a cluster of 2 separate species, C4H12S2 in total.

Positions of all 18 atoms, in Å:
C 1.0329 0.0206 -1.7202
S 2.2347 -1.0997 -0.9827
C 3.7072 -0.8106 -1.9874
H 0.3961 0.5032 -0.9791
H 1.5122 0.7851 -2.3213
H 0.4043 -0.5241 -2.4331
H 3.6030 -1.1326 -3.0216
H 4.4603 -1.4071 -1.4689
H 4.0006 0.2261 -1.9629
C -2.2034 1.7327 2.1616
S -1.8105 0.5419 0.8649
C -2.5312 -0.9542 1.5597
H -1.5772 2.6024 1.9778
H -3.2526 2.0230 2.1088
H -1.9944 1.3319 3.1488
H -3.5026 -0.7265 1.9765
H -1.8981 -1.4179 2.3180
H -2.5813 -1.6941 0.7611

Forces on atoms 1 to 2 (eV/Å):
-0.404 -0.149 -0.779
-0.030 0.135 0.181

Output
SMILES ... CSC.CSC
Total energy ... -26012.6687 eV
Energy relative to the best compared isomer or geometry (same formula, charge and spin) ... 0.449 eV
LUMO ... 0.98 eV

Atom charges from the Mulliken analysis, given in e for atoms 1 to 5: -0.61 -0.07 -0.86 0.08 0.30

---

For reference, HOMO energy by record: -8.44; -8.96; -8.51; -9.05; -8.99; -8.28 eV.
For reference, max |F| by record: 1.3; 6.2; 1.5; 2.1; 1.8; 0.9 eV/A.